i.
The following is a DFT calculation (the ωB97M-V functional and the def2-TZVPD basis) of C5H3N in the gas phase.

Summary:
Gap between HOMO and LUMO (eV): 8.51
HOMO level (eV): -8.171
Net charge: 0

Geometry as XYZ:
```
9
Properties=species:S:1:pos:R:3:lowdin_charge:R:1
C 0.892 0.621 -0.231 -0.040
C 0.881 -0.145 0.856 -0.113
C 0.386 -1.228 1.455 -0.054
N -1.040 -0.879 1.641 0.183
C -0.723 -0.482 0.495 -0.259
C -0.471 0.155 -0.814 -0.077
H 1.392 1.440 -0.719 0.101
H -1.110 0.999 -0.930 0.104
H -0.207 -0.481 -1.752 0.155
```

ii.
The following is a DFT calculation (the ωB97M-V functional and the def2-TZVPD basis) of C5H3N in the gas phase.

Summary:
Gap between HOMO and LUMO (eV): 9.86
HOMO level (eV): -9.762
Net charge: 0

Geometry as XYZ:
```
9
Properties=species:S:1:pos:R:3:lowdin_charge:R:1
C -1.894 0.056 0.028 -0.008
C -3.105 0.002 0.050 -0.064
C -5.581 0.026 -0.022 0.050
C 0.499 -0.170 -0.085 0.040
C -0.571 0.542 0.018 -0.195
N -4.438 -0.112 -0.024 -0.040
H 1.372 0.179 0.162 0.009
H 0.399 -1.240 0.087 0.088
H -0.701 1.611 -0.142 0.120
```

Which one sits at the top of the stability order? ii does.

i.
The following is a DFT calculation (the ωB97M-V functional and the def2-TZVPD basis) of 4 unconnected molecules or ions with the total composition C2H12O3S2.

Summary:
Gap between HOMO and LUMO (eV): 9.18
HOMO level (eV): -8.691
Net charge: 0

Geometry as XYZ:
```
19
Properties=species:S:1:pos:R:3:lowdin_charge:R:1
C 0.097 -2.657 0.075 -0.467
S 0.377 -2.093 -1.635 0.411
S 0.573 -0.078 -1.472 0.417
C 2.318 0.340 -1.630 -0.457
H 0.615 -2.017 0.783 0.024
H 0.522 -3.669 0.163 0.031
H -0.964 -2.589 0.368 0.029
H 2.501 1.049 -2.437 0.028
H 2.939 -0.529 -1.825 0.030
H 2.608 0.763 -0.657 0.021
O 1.114 1.262 1.797 -0.079
H 0.154 1.184 1.819 -0.005
H 1.367 2.135 2.094 0.029
O -1.788 2.063 1.698 -0.076
H -1.762 2.913 1.246 0.045
H -2.087 1.468 0.983 -0.013
O -2.741 0.417 -0.259 -0.044
H -3.672 0.210 -0.354 0.065
H -2.171 -0.171 -0.757 0.013
```

ii.
The following is a DFT calculation (the ωB97M-V functional and the def2-TZVPD basis) of 4 unconnected molecules or ions with the total composition C2H12O3S2.

Summary:
Gap between HOMO and LUMO (eV): 8.84
HOMO level (eV): -8.773
Net charge: 0

Geometry as XYZ:
```
19
Properties=species:S:1:pos:R:3:lowdin_charge:R:1
C 0.967 -0.377 -2.208 -0.473
S 1.665 -1.653 -1.163 0.391
S 0.254 -2.370 0.036 0.372
C 0.003 -1.489 1.591 -0.478
H 0.503 0.284 -1.537 0.000
H 1.854 -0.021 -2.732 0.024
H 0.358 -0.765 -3.066 0.053
H -0.329 -2.212 2.347 0.019
H 0.925 -0.923 1.963 0.068
H -0.959 -0.882 1.438 0.031
O 0.848 3.563 2.199 -0.103
H 1.422 4.272 1.725 0.081
H 0.035 3.735 1.679 -0.007
O -0.749 3.809 -0.242 -0.113
H -1.197 4.165 -1.110 0.106
H -0.502 4.697 0.101 0.036
O -4.015 0.472 0.603 -0.035
H -3.655 0.791 -0.276 0.076
H -3.628 -0.328 0.726 -0.046
```

Which one sits at the top of the stability order? i does.